DFT (ωB97M-V with the def2-TZVPD basis set) results for one molecule with the formula C18H24N2O5.

Geometry as ORCA input:
```
! RIJCOSX wB97M-V def2-TZVPD def2/J DEFGRID3
* xyz 0 1
C -2.531 -3.228 -0.610
O -3.283 -2.127 -0.160
C -2.745 -0.878 -0.294
C -1.495 -0.646 -0.843
C -0.966 0.638 -0.877
C 0.414 0.780 -1.419
O 0.831 0.108 -2.341
N 1.175 1.710 -0.780
C 2.612 1.689 -0.895
C 3.221 0.971 0.329
C 2.608 -0.398 0.460
C 2.567 -1.486 -0.363
C 1.779 -2.457 0.302
C 1.396 -1.890 1.476
O 1.893 -0.646 1.583
N 4.677 1.025 0.317
C 5.238 0.686 1.610
C 5.316 0.257 -0.733
C -1.707 1.697 -0.389
C -2.991 1.496 0.121
O -3.587 2.643 0.548
C -4.968 2.700 0.834
C -3.521 0.199 0.184
O -4.757 0.015 0.761
C -5.675 -0.854 0.126
H -3.142 -4.104 -0.393
H -1.579 -3.307 -0.078
H -2.343 -3.175 -1.687
H -0.890 -1.447 -1.232
H 0.794 2.132 0.054
H 2.834 1.150 -1.817
H 3.009 2.705 -0.957
H 2.907 1.531 1.221
H 3.008 -1.582 -1.332
H 1.536 -3.438 -0.053
H 0.797 -2.249 2.289
H 5.059 -0.361 1.895
H 4.809 1.334 2.373
H 6.313 0.855 1.577
H 4.882 0.513 -1.695
H 6.372 0.524 -0.751
H 5.235 -0.828 -0.580
H -1.346 2.712 -0.429
H -5.226 2.104 1.712
H -5.569 2.373 -0.017
H -5.169 3.753 1.033
H -6.661 -0.537 0.468
H -5.507 -1.894 0.411
H -5.622 -0.765 -0.962
*
```

E_LUMO, eV: 0.74
Maximum force, eV Å⁻¹: 0.747
HOMO-LUMO gap, eV: 9.030
SMILES: COc1cc(C(=O)NC[C@@H](c2ccco2)N(C)C)cc(OC)c1OC
M, Da: 348.4
Total energy, a.u.: -1185.9449
HOMO level, Ha: -0.3045
Relative energy (zero: lowest compared OMol25 entry of this formula, charge and spin), kJ/mol: 366.4

Here are the Mulliken charges for atoms 1 to 2, given in e:
1. C -0.89
2. O -0.40

---

DFT (ωB97M-V with the def2-TZVPD basis set) results for C21H36FINOSSi3Ta as an isolated structure.

Geometry as ORCA input:
```
! RIJCOSX wB97M-V def2-TZVPD def2/J DEFGRID3
* xyz 2 1
Ta 0.156 -0.322 -0.189
C 1.610 -3.229 -0.325
O 1.628 -1.799 -0.096
Si 3.057 -0.675 -0.040
C 3.841 -1.030 1.598
C 4.252 -1.138 -1.365
C 1.887 0.788 -0.264
Si 1.914 1.990 1.280
C 0.995 3.564 0.925
C 3.660 2.409 1.766
C 1.025 1.151 2.713
Si 2.109 1.733 -1.979
C 0.661 2.870 -2.278
C 3.697 2.696 -1.875
C 2.142 0.507 -3.406
H 2.633 -3.580 -0.443
H 1.042 -3.417 -1.233
H 1.146 -3.717 0.528
H 4.019 -2.109 1.664
H 3.289 -0.716 2.482
H 4.823 -0.557 1.633
H 4.535 -2.189 -1.247
H 5.168 -0.561 -1.204
H 3.927 -0.977 -2.387
H 1.591 4.244 0.313
H 0.821 4.066 1.881
H 0.026 3.421 0.449
H 4.175 2.955 0.976
H 4.285 1.570 2.062
H 3.594 3.077 2.630
H -0.057 1.089 2.574
H 1.167 1.819 3.569
H 1.405 0.177 3.023
H 0.703 3.793 -1.704
H -0.302 2.394 -2.081
H 0.665 3.134 -3.339
H 3.616 3.519 -1.164
H 3.908 3.135 -2.854
H 4.557 2.084 -1.598
H 1.331 0.764 -4.089
H 2.015 -0.542 -3.142
H 3.074 0.595 -3.970
I -4.762 -2.214 2.585
C -2.692 -2.205 2.555
C -1.941 -2.852 3.529
C -0.555 -2.811 3.461
C 0.047 -2.132 2.426
N -0.675 -1.499 1.481
C -2.022 -1.534 1.548
H -2.431 -3.381 4.337
H 0.053 -3.301 4.207
H 1.121 -2.080 2.335
H -2.569 -1.006 0.778
F -1.075 0.987 0.267
S -0.821 -1.143 -2.096
C -1.417 -0.001 -3.339
C -2.242 1.057 -2.985
C -2.722 1.885 -3.988
C -2.390 1.640 -5.314
C -1.579 0.564 -5.649
C -1.084 -0.272 -4.659
H -2.513 1.229 -1.951
H -3.363 2.718 -3.733
H -2.772 2.287 -6.092
H -1.335 0.366 -6.684
H -0.454 -1.115 -4.911
*
```

E_LUMO, eV: -7.44
Maximum force, eV Å⁻¹: 0.439
HOMO-LUMO gap, eV: 6.994
M, Da: 761.7
Total energy, a.u.: -2672.7330
HOMO level, Ha: -0.5304
Relative energy (zero: lowest compared OMol25 entry of this formula, charge and spin), kJ/mol: 44.2

Here are the Mulliken charges for atoms 1 to 2, given in e:
1. Ta 1.32
2. C -1.02

---

DFT (ωB97M-V with the def2-TZVPD basis set) results for C4H5NO as an isolated structure.

Geometry as ORCA input:
```
! RIJCOSX wB97M-V def2-TZVPD def2/J DEFGRID3
* xyz 0 1
C 0.371 -0.671 0.969
C -0.602 -0.818 0.065
C -0.482 1.756 -0.399
O -0.740 2.297 0.567
C -0.329 -1.374 -1.231
N -0.084 -1.821 -2.272
H 1.391 -0.981 0.765
H 1.293 1.110 0.041
H 0.179 -0.183 1.920
H -1.615 -0.472 0.246
H 0.943 1.168 -0.690
*
```

E_LUMO, eV: 0.05
Maximum force, eV Å⁻¹: 2.818
HOMO-LUMO gap, eV: 10.649
M, Da: 83.1
Total energy, a.u.: -285.2787
HOMO level, Ha: -0.3895
Relative energy (zero: lowest compared OMol25 entry of this formula, charge and spin), kJ/mol: 356.8

Here are the Mulliken charges for atoms 1 to 2, given in e:
1. C -0.84
2. C -0.30